[1]
DFT (the ωB97M-V functional and the def2-TZVPD basis) results for 4 unconnected molecules or ions with the total composition C5H8.

```
13
Properties=species:S:1:pos:R:3:mulliken_charge:R:1
C 1.21494 0.62675 0.01610 -0.423
C 2.40385 -0.49968 -0.01723 -0.848
C -2.89684 -0.20460 -0.01335 -1.001
C -1.40916 0.09476 0.07068 0.265
C -0.13397 0.14126 0.04778 0.083
H -3.79632 1.47101 -0.31747 0.197
H 1.38542 1.35851 -0.85363 0.264
H 2.07160 -1.20922 -0.78797 0.298
H 1.29391 1.39965 0.93712 0.249
H 2.73958 -0.98778 1.10045 0.235
H -3.07152 -1.26857 -1.47091 0.213
H 3.36406 0.03037 -0.39482 0.275
H -3.16555 -0.95246 1.68325 0.193
```

Results
* relative energy (zero: lowest compared OMol25 entry of this formula, charge and spin): 12.186 eV
* E: -5301.9813 eV
* maximum force: 6.4 eV/A
* net charge: 0
* 2S+1: 1
* LUMO level: -1.4446 eV
* HOMO energy: -8.89 eV

[2]
DFT (the ωB97M-V functional and the def2-TZVPD basis) results for a molecular structure, C21H32BN4O10Pb.

```
69
Properties=species:S:1:pos:R:3:mulliken_charge:R:1
Pb 1.02955 0.00073 -0.25336 1.374
O 1.97117 -2.39746 -3.98620 -0.549
O 2.70569 -1.68233 -0.34982 -0.894
O 0.40989 -3.92719 -4.48574 -0.636
O -3.59762 -5.45429 -5.58966 -0.632
O -2.01457 -4.22010 -4.57233 -0.385
O -0.76264 -3.88668 -2.50167 -0.617
O 0.07141 -1.96951 -1.66674 -0.248
O -2.03250 -7.66476 -4.46710 -0.610
O 2.16665 0.70432 -2.22292 -0.740
O -0.72620 -5.98652 -3.73270 -0.475
N 0.75945 2.66891 -0.01610 -0.121
N -0.73232 -1.29694 1.63875 -0.360
N -1.53458 0.44076 -0.91530 -0.230
N 2.43909 0.37465 2.20022 -0.325
C -2.03285 0.23380 4.53524 -0.401
C 1.46967 5.11236 -0.57591 -0.393
C -3.37980 -1.60145 -3.36188 -0.694
C -1.74740 -6.50578 -4.37999 0.541
C -4.01262 0.14244 -1.65084 -0.667
C 1.56400 1.49104 -3.17424 -0.563
C -1.37728 1.46478 3.93380 -0.922
C 4.26497 -1.22071 3.13821 -0.274
C -4.05841 -0.25831 -3.14881 -0.537
C 1.09066 3.75005 -0.20234 -0.057
C 4.39973 -1.22934 4.66761 -0.413
C -1.00596 -1.24377 2.74847 0.232
C -0.37135 6.21020 0.83796 -1.005
C -1.28938 -1.04674 4.17306 -0.406
C 4.62557 0.14872 5.28138 -1.097
C -2.64038 0.33323 -1.19479 0.154
C 3.26461 -0.31166 2.59709 0.106
C 0.06365 -2.86176 -2.47134 0.399
C -2.58483 -5.34795 -4.96347 0.588
C 0.99833 -3.01147 -3.70736 0.501
C 0.37364 6.17743 -0.49588 -0.492
B -0.75597 -4.52220 -3.82958 1.138
H -0.31438 5.99736 -1.32455 0.335
H -1.31455 6.71115 0.57065 0.291
H -5.10811 -0.17559 -3.43364 0.350
H 1.19665 2.48313 -2.82810 0.032
H 2.46775 -1.96228 0.54709 0.133
H -3.08323 0.13775 4.24398 0.293
H -3.50604 0.53762 -3.65027 0.302
H 4.95066 0.05186 6.32162 0.356
H 3.45573 -1.56090 5.10741 0.225
H -0.69445 5.25556 1.24297 0.311
H -0.28855 -1.08314 4.61437 0.183
H 0.70814 0.96192 -3.64449 0.166
H -2.37591 -1.48011 -2.95855 -0.073
H 2.22661 5.42711 0.15096 0.268
H -3.33035 -1.92468 -4.40153 0.389
H -1.85353 -1.92100 4.50354 0.325
H -1.52624 1.42623 2.85115 0.203
H 3.69054 0.70495 5.33242 0.275
H 5.40248 0.72605 4.77826 0.313
H 2.22079 1.69213 -4.04295 0.295
H 5.17146 -1.97750 4.84406 0.342
H -3.91000 -2.44541 -2.91661 0.320
H -0.00045 6.93406 1.56243 0.305
H 0.83274 7.14440 -0.70034 0.316
H -2.13700 0.28626 5.62306 0.292
H -0.28870 1.43748 4.03592 0.221
H -4.35278 1.19055 -1.58622 0.301
H 1.95259 5.03409 -1.55001 0.333
H -1.72573 2.41957 4.32135 0.367
H -4.67725 -0.35597 -0.94955 0.360
H 5.22006 -1.04102 2.64304 0.328
H 3.97997 -2.23812 2.85685 0.258
```

Results
* relative energy (zero: lowest compared OMol25 entry of this formula, charge and spin): 0.000 eV
* E: -54660.4630 eV
* maximum force: 3.5 eV/A
* net charge: -1
* 2S+1: 1
* LUMO level: 1.9757 eV
* HOMO energy: -4.21 eV

[3]
DFT (the ωB97M-V functional and the def2-TZVPD basis) results for a molecular structure, C39H47N5O2P2Pd.

```
96
Properties=species:S:1:pos:R:3:mulliken_spin:R:1
Pd -0.24848 0.05953 -0.19815 1.163
P -2.22418 1.25908 0.21320 0.150
P -1.85468 -1.94316 0.08678 0.022
O 1.91427 0.33770 -0.15052 0.066
O 3.76560 -0.01587 1.03750 0.011
N 4.36206 -1.37449 3.04096 0.001
N 0.10750 -0.19888 -2.39345 0.106
N 0.47749 1.09549 2.03247 0.083
N 5.53510 -2.31919 4.81092 0.000
N 6.61775 -1.06838 3.20818 0.000
C -2.03866 -1.59433 1.88472 -0.006
C -5.88311 0.72155 -1.57701 0.003
C -5.54736 0.66475 -2.92198 0.001
C 2.60288 0.40583 0.91312 0.004
C -3.56057 1.00545 -0.99178 0.009
C 0.87401 -4.45092 -1.57191 -0.006
C -3.20946 -4.37093 0.27805 0.006
C -3.23277 -3.08318 -0.25950 0.122
C -5.44971 -3.46789 -1.11805 0.007
C 1.98536 -3.35577 0.25862 -0.008
C -5.42897 -4.74552 -0.58054 0.000
C -2.12326 5.22833 1.27620 -0.005
C 0.99628 0.63837 -2.94584 -0.002
C 2.03274 -4.18820 -0.84850 0.020
C -2.96593 0.84018 1.83487 -0.033
C -1.63880 5.81225 0.11571 0.013
C 1.18987 0.71010 -4.30997 0.004
C 5.48436 -1.59431 3.68812 0.000
C -1.97826 3.05425 0.25242 0.035
C 0.44084 -0.09682 -5.16497 -0.002
C -1.29432 5.01689 -0.97266 -0.007
C 0.78877 -2.75763 0.62955 0.040
C -0.59689 -0.99778 -3.20007 -0.012
C -0.31565 -3.83620 -1.21839 0.011
C 3.00694 -1.74645 3.42790 0.003
C -0.46379 -0.97332 -4.57428 0.009
C 2.51228 0.80284 3.47263 0.010
C -0.36904 -2.97457 -0.11781 0.041
C -4.34835 -2.63359 -0.96234 0.020
C -4.89660 0.88757 -0.61396 0.000
C 2.23132 -0.58295 4.06383 -0.002
C -3.24164 -0.65120 2.08731 0.038
C 0.61277 -0.01340 -6.65352 0.001
C -4.30924 -5.19735 0.11357 0.004
C -4.21593 0.77987 -3.30613 -0.005
C -1.44513 3.64285 -0.89787 0.022
C -2.29836 3.85228 1.34717 0.019
C 1.95819 1.15718 2.09888 -0.002
C -3.23108 0.95222 -2.34674 0.001
H 7.50577 -1.25570 3.63552 0.000
H -2.19898 1.04785 -2.65320 0.002
H -3.94599 0.73706 -4.35412 0.001
H -2.19984 -2.53020 2.41759 0.004
H 4.35963 -0.75468 2.21150 0.001
H 2.27147 2.18933 1.92358 -0.002
H -2.37162 5.84652 2.12990 0.000
H 2.97393 -4.63283 -1.14831 0.001
H -2.69344 3.41763 2.25800 0.001
H 1.62479 -0.31365 -6.93356 0.000
H 1.57360 1.24494 -2.26371 0.002
H 2.49158 -0.52682 5.12256 0.000
H -4.29550 -6.19758 0.52815 0.000
H -2.34185 -4.72582 0.82142 0.002
H -1.29878 -1.66864 -2.72639 0.023
H -6.28379 -5.39865 -0.70808 0.000
H -3.59172 -0.75945 3.11297 0.000
H 1.93002 1.39467 -4.70822 0.001
H 2.51640 -2.08035 2.51620 -0.002
H 2.11681 1.53980 4.17682 -0.001
H -1.21468 -4.02775 -1.79342 0.001
H 6.60528 -0.52675 2.36181 0.000
H -0.09416 -0.65253 -7.17929 0.000
H 0.09492 0.93717 2.95689 0.000
H -2.29560 1.23123 2.60297 -0.002
H -4.06715 -0.96799 1.44455 -0.001
H 4.71410 -2.75304 5.18644 0.000
H 3.58838 0.96861 3.43755 0.000
H -1.12486 -1.12490 2.24294 -0.009
H -0.90631 5.47201 -1.87531 0.000
H 6.41119 -2.52435 5.25794 0.000
H 1.16288 -0.82440 4.01808 0.001
H 3.01008 -2.59672 4.10669 0.000
H 0.74531 -2.14202 1.51934 -0.015
H 0.47851 1.01391 -6.99599 0.000
H -1.52795 6.88784 0.05753 0.001
H -1.14265 3.02504 -1.73554 0.002
H 2.89461 -3.15273 0.81264 0.000
H -3.89712 1.40129 1.91090 0.006
H -6.32042 -3.11647 -1.65862 0.000
H -6.92036 0.64483 -1.27260 0.000
H -6.32063 0.53683 -3.66882 0.000
H 0.12527 1.99717 1.73564 -0.010
H -5.19167 0.92659 0.42861 -0.003
H -4.35459 -1.63219 -1.38250 0.037
H -1.07043 -1.63658 -5.18033 0.001
H 0.90471 -5.12708 -2.41713 0.000
```

Results
* relative energy (zero: lowest compared OMol25 entry of this formula, charge and spin): 0.000 eV
* E: -74798.6400 eV
* maximum force: 1.0 eV/A
* net charge: +2
* 2S+1: 3
* LUMO level (alpha / beta): -3.9084 / -6.2538 eV
* HOMO energy (alpha / beta): -12.40 / -13.45 eV
* ⟨S²⟩: 2.0112

[4]
DFT (the ωB97M-V functional and the def2-TZVPD basis) results for 2 unconnected molecules or ions with the total composition C4H10N3O.

```
18
Properties=species:S:1:pos:R:3:mulliken_charge:R:1
O -0.52319 0.47367 -0.85353 -0.438
N 1.45093 -1.10189 -0.03283 -0.131
N 1.68944 -0.45746 -1.19450 0.113
N 2.18242 1.02242 0.42338 -0.307
C 2.15096 0.73390 -0.90962 0.076
C -1.13702 0.21078 0.36686 0.033
C 1.83478 -0.15402 0.91806 -0.330
C -2.25987 1.15114 0.91140 -1.123
H -0.72167 1.36834 -1.23525 0.325
H 1.73118 -1.02934 -1.98103 0.175
H 0.63912 -1.67727 -0.06098 0.353
H -3.27653 0.82620 0.56183 0.292
H 1.59259 -0.47506 1.83761 0.576
H 2.39308 1.48162 -1.71244 0.400
H -0.56507 0.05594 1.25039 0.073
H -2.27352 1.27722 1.90666 0.389
H -1.53561 -0.88637 0.26705 0.260
H -2.20762 2.16088 0.35154 0.263
```

Results
* relative energy (zero: lowest compared OMol25 entry of this formula, charge and spin): 2.918 eV
* E: -10818.4857 eV
* maximum force: 6.6 eV/A
* net charge: +1
* 2S+1: 1
* LUMO level: -4.5239 eV
* HOMO energy: -14.19 eV